Entry 1:
ORCA calculation (the ωB97M-V functional and the def2-TZVPD basis) on a molecular structure, C19H12Co2O8.

XYZ file:
```
41
Properties=species:S:1:pos:R:3:forces:R:3
C 2.75618 -1.23122 -3.05598 0.2 -0.1 0.0
C 1.95633 0.05284 -2.86203 -1.0 0.8 1.0
C 0.67644 -0.06700 -2.20155 -0.5 -0.3 -1.3
C -0.35169 0.91884 -2.40443 1.4 -0.2 0.8
C -1.80928 0.48247 -2.42698 -0.6 0.2 -0.4
C -2.25530 -0.84910 -2.44762 -0.2 0.3 0.0
C -3.61083 -1.14782 -2.65474 0.2 0.3 0.1
C -4.53767 -0.12073 -2.87195 0.3 0.1 0.1
C -4.10488 1.21281 -2.84906 0.2 -0.4 0.2
C -2.76188 1.50343 -2.61471 -0.2 -0.2 -0.1
O -0.10989 2.12571 -2.57801 -0.6 -0.2 -0.3
O 2.44179 1.12967 -3.23696 0.3 -0.5 -0.4
H 2.12297 -2.12464 -3.02056 0.2 0.1 0.1
H 3.27729 -1.18080 -4.02012 -0.1 0.0 0.1
H 3.53021 -1.29288 -2.27639 -0.2 0.0 -0.1
H 0.46424 -0.96786 -1.62461 -0.2 -0.1 -0.6
H -1.52189 -1.64513 -2.31649 -0.2 0.2 -0.1
H -3.94370 -2.18680 -2.64829 0.1 0.2 0.0
H -5.58854 -0.34860 -3.05319 0.2 0.0 0.0
H -4.80464 2.03464 -3.00814 0.1 -0.2 0.0
H -2.43400 2.54465 -2.61699 0.1 -0.4 0.0
O 4.01417 -2.24367 2.82959 -0.6 0.0 0.5
C 3.09324 -1.70828 3.27319 0.6 0.9 -1.0
Co 1.70209 -0.83739 3.88611 -0.1 -1.4 0.1
C 0.57617 -2.12449 3.42591 -1.2 -0.8 -0.3
O -0.15293 -2.96938 3.12751 0.6 0.5 0.3
C 2.18464 -0.94453 5.57977 -0.1 1.1 0.7
O 2.48907 -1.01270 6.69167 0.0 -0.3 -0.3
C 2.05324 0.67253 2.64902 2.6 -0.5 -0.4
C 1.41849 0.86867 1.43558 3.1 -0.1 -3.0
C 1.57792 0.99106 0.10423 0.2 0.7 1.5
Co 0.28817 0.96356 2.81923 -4.3 0.1 3.7
C -0.85141 -0.06472 1.96198 -1.9 -1.4 -1.3
O -1.60255 -0.71333 1.36687 1.0 0.9 0.7
C -0.62479 2.48714 2.74002 0.4 1.1 0.5
O -1.25939 3.45140 2.66826 0.4 -0.9 -0.1
C -0.06440 0.45634 4.56929 -0.3 1.1 -0.1
O -0.62874 0.48927 5.58902 0.5 -0.4 -0.5
H 2.99390 1.17584 2.90123 -0.4 0.1 -0.3
H 1.00145 1.74946 -0.43074 -0.1 -0.8 -0.2
H 2.40037 0.47077 -0.39891 -0.1 0.6 0.3
```
Positions in Å, forces in eV/Å.

As for the net charge: -2. Its total energy is -111528.6598 eV. Its HOMO energy is -0.8412 eV.

Mulliken atomic charge list, values in e, 4 entries:
1 C -1.256
2 C 0.563
3 C -0.204
4 C 0.471


Entry 2:
ORCA calculation (the ωB97M-V functional and the def2-TZVPD basis) on 2 unconnected molecules or ions with the total composition CH6Cl2Si2.

XYZ file:
```
11
Properties=species:S:1:pos:R:3:forces:R:3
C -2.23700 -0.07266 0.74156 -0.1 -0.6 1.1
Si 1.79240 0.38288 -1.19898 0.2 0.2 -1.0
Si 0.78991 -0.36674 0.79356 -0.7 -0.8 -1.4
Cl -2.71309 1.56917 1.00363 0.4 0.5 0.2
Cl -2.74678 -0.64124 -0.77006 -0.2 -0.5 -1.2
H -2.70894 -0.69161 1.53898 0.9 0.4 -0.5
H 2.28995 1.74642 -0.90919 0.1 0.0 -0.2
H 1.02962 0.42649 -2.57898 0.4 -0.1 1.5
H 2.99317 -0.56279 -1.43531 -0.9 0.6 0.4
H 0.16324 -0.06605 2.04089 0.2 0.8 0.8
H 1.34751 -1.72388 0.77390 -0.2 -0.4 0.3
```
Positions in Å, forces in eV/Å.

Its total energy is -41929.6024 eV. Its HOMO energy (alpha / beta) is -8.6493 / -7.5348 eV.

Mulliken atomic charge list, values in e, 4 entries:
1 C -0.304
2 Si 0.224
3 Si 0.352
4 Cl -0.129


Entry 3:
ORCA calculation (the ωB97M-V functional and the def2-TZVPD basis) on C5H11NO in the gas phase.

XYZ file:
```
18
Properties=species:S:1:pos:R:3:forces:R:3
C -1.56412 2.36542 -1.03309 -0.5 0.3 1.0
C -0.56327 1.21188 -0.80946 -0.3 -0.1 -2.2
N -1.07686 0.30418 0.17983 0.1 0.1 1.5
C -0.65416 -1.04950 0.30867 0.6 -1.9 0.4
C 0.71902 -1.60812 1.46571 -0.6 5.3 -2.7
C 1.47581 -0.62908 0.47451 3.7 -3.3 3.4
O 2.07101 -1.07656 -0.48475 -0.8 1.0 -0.3
H -2.54247 2.07602 -0.61627 0.2 0.0 -0.4
H -1.21837 3.19261 -0.40329 -0.2 0.1 -0.1
H -1.70782 2.78312 -2.03930 0.3 -0.5 0.2
H 0.36871 1.74758 -0.57079 0.3 -0.9 -0.1
H -0.48593 0.59877 -1.75243 0.4 0.8 0.8
H -1.22956 0.81933 1.03581 -0.3 -0.4 0.3
H -0.25622 -1.35138 -0.65749 -0.4 -0.3 0.1
H -1.39648 -1.74530 0.65048 -0.8 0.2 -0.1
H 0.52185 -0.98650 2.35224 0.0 -0.7 0.0
H 1.20516 -2.56960 1.64034 -0.8 -0.1 -0.7
H 1.82612 0.30736 0.99385 -1.0 0.3 -1.0
```
Positions in Å, forces in eV/Å.

As for the SMILES: CCNCCC=O. Its total energy is -8897.6034 eV. Its HOMO energy is -8.3980 eV.

Mulliken atomic charge list, values in e, 4 entries:
1 C -1.187
2 C -0.125
3 N -0.240
4 C -0.863


Entry 4:
ORCA calculation (the ωB97M-V functional and the def2-TZVPD basis) on C7H14 in the gas phase.

XYZ file:
```
21
Properties=species:S:1:pos:R:3:forces:R:3
C -2.90348 -0.61470 0.76149 -1.6 -0.7 -1.4
C -1.44316 -0.81154 0.54245 1.5 2.3 -1.6
C -0.76331 0.12809 -0.28480 0.3 -4.1 2.0
C -1.30306 0.69966 -1.58609 -0.9 -0.6 0.8
C 0.67202 0.56578 0.05031 0.4 -1.8 0.3
C 1.82114 -0.52552 0.30662 -1.1 -0.6 -0.1
C 3.21335 0.07468 0.47387 2.3 3.5 -2.0
H -3.23076 0.12367 1.50499 0.6 -0.6 0.6
H -3.33029 -0.11071 -0.09748 0.1 0.2 -0.7
H -3.55586 -1.51367 0.78250 0.6 0.3 0.6
H -0.90357 -1.64095 1.03957 -0.1 1.2 0.4
H -1.77664 1.55879 -1.11578 -0.2 1.1 -1.4
H -0.43764 0.90179 -2.29721 -1.5 0.0 0.9
H -2.14094 0.04904 -2.04296 1.5 1.0 0.6
H 0.66474 1.27480 0.86629 -0.2 0.1 0.5
H 0.92513 1.13157 -0.80380 1.1 0.7 -1.0
H 1.75373 -1.16993 -0.64468 0.5 0.6 1.6
H 1.65988 -1.17739 1.24157 -0.4 0.9 -1.5
H 3.63873 0.48939 -0.54742 -0.9 -1.2 1.4
H 3.38998 1.10376 1.01030 -1.2 -2.0 -0.2
H 4.05004 -0.53659 0.84025 -0.7 -0.4 0.0
```
Positions in Å, forces in eV/Å.

As for the SMILES: C/C=C(\C)CCC. Its total energy is -7483.2362 eV. Its HOMO energy is -7.8380 eV.

Mulliken atomic charge list, values in e, 4 entries:
1 C -1.124
2 C -0.154
3 C 0.511
4 C -1.307


Entry 5:
ORCA calculation (the ωB97M-V functional and the def2-TZVPD basis) on 10 unconnected molecules or ions with the total composition C22H51N3O7S5.

XYZ file:
```
88
Properties=species:S:1:pos:R:3:forces:R:3
C 22.10791 -22.58997 27.43770 0.5 0.5 -0.4
C 22.71408 -21.25914 27.39439 -0.9 -1.3 0.2
N 23.17074 -20.22093 27.42603 0.8 1.5 -0.1
H 21.13107 -22.56061 26.95497 0.0 -0.1 0.3
H 22.07020 -22.89245 28.48421 -0.2 -0.3 -0.2
H 22.77017 -23.22026 26.84419 -0.2 -0.4 0.2
C 32.67200 -8.21468 23.17336 -0.7 -0.3 0.4
C 33.19010 -7.74896 21.89960 0.9 1.6 -2.9
N 33.53748 -7.35101 20.84903 -0.9 -1.2 3.0
H 33.33771 -8.94984 23.62555 -0.2 -0.1 -0.1
H 31.67570 -8.61716 22.99037 0.2 -0.6 -0.1
H 32.42855 -7.45618 23.91735 0.7 0.5 -0.3
C 23.39355 -16.53267 22.56249 0.5 0.6 0.2
C 23.45511 -15.16352 23.05632 0.6 4.5 1.2
N 23.53501 -14.05947 23.48351 -0.4 -4.1 -1.5
H 22.58535 -16.95914 23.15665 0.2 -0.7 -0.5
H 24.38188 -16.96001 22.73185 -0.2 -0.4 0.5
H 23.29118 -16.57898 21.47829 -0.6 0.1 0.1
C 28.61152 -13.01675 21.10228 0.4 0.6 0.0
S 28.54044 -13.45721 19.31990 -1.8 -0.3 -0.3
O 27.05996 -13.35023 18.91579 2.1 0.1 0.6
C 29.41570 -12.10742 18.47542 0.3 0.5 0.5
H 29.62551 -12.93333 21.49339 0.3 -0.4 -0.4
H 28.10157 -13.80565 21.65517 -0.1 0.0 -0.3
H 28.18205 -12.04453 21.34404 -0.5 -0.1 -0.4
H 29.22387 -11.13831 18.93596 -0.5 0.0 -0.2
H 29.12228 -12.13330 17.42597 -0.3 0.0 0.2
H 30.50080 -12.20835 18.49710 0.0 -0.5 0.2
C 30.12291 -19.65215 24.49024 0.8 -0.4 -0.7
S 29.35285 -20.13914 22.89476 0.5 -0.4 -0.3
O 30.47858 -20.69925 22.04650 -1.1 0.5 1.1
C 28.42727 -21.59256 23.50276 1.0 -0.3 0.0
H 29.50600 -19.18232 25.25625 -0.3 -0.3 -0.2
H 30.91679 -18.95737 24.21615 -0.2 0.2 -0.2
H 30.66402 -20.54363 24.80738 -0.3 -0.1 0.4
H 29.16959 -22.31332 23.84563 0.3 0.1 0.2
H 27.99284 -22.08899 22.63504 -0.5 0.4 0.1
H 27.76158 -21.37391 24.33772 -0.2 0.2 -0.4
C 29.14976 -18.91304 31.72628 -1.1 -0.6 -0.2
S 28.46373 -20.46436 32.45366 -1.1 0.0 1.0
O 27.65249 -20.01227 33.66880 1.0 -0.5 -1.7
C 27.22019 -20.98436 31.14187 0.4 0.6 0.0
H 28.26198 -18.33171 31.47727 0.2 0.3 0.1
H 29.71317 -19.10493 30.81312 0.1 -0.1 0.2
H 29.74927 -18.43294 32.49971 -0.1 -0.2 -0.1
H 26.33100 -20.35836 31.21644 0.2 0.2 0.1
H 26.89139 -22.02031 31.22440 0.4 0.0 0.6
H 27.65185 -20.89118 30.14533 0.2 0.2 0.0
C 36.02212 -14.09120 23.58008 0.2 -0.2 -1.0
S 35.59626 -15.11726 22.08081 0.8 0.8 -0.7
O 35.04563 -14.22599 20.99067 0.5 -0.6 1.2
C 37.35815 -15.43112 21.59364 -0.1 -0.2 -0.3
H 36.74980 -13.34123 23.26999 -0.2 0.1 0.0
H 36.50021 -14.72940 24.32320 -0.3 -0.1 0.0
H 35.11060 -13.61713 23.94408 0.1 -0.2 0.0
H 37.90363 -16.05500 22.30170 -0.2 0.3 0.4
H 37.89255 -14.50790 21.36964 -0.2 0.2 0.4
H 37.40939 -15.99314 20.66111 -0.6 -0.1 -0.1
C 35.08807 -11.24279 30.44490 -0.4 -0.7 0.2
S 36.19676 -12.65261 30.90512 0.3 -0.2 -1.4
O 36.83138 -13.02215 29.60541 0.5 0.1 0.2
C 35.02226 -14.03816 31.17372 -1.4 1.1 -0.1
H 34.53178 -11.04134 31.36036 -0.4 0.3 -0.3
H 34.50415 -11.47702 29.55480 -0.5 -0.8 0.4
H 35.56157 -10.34105 30.05660 1.0 -0.2 0.8
H 34.46786 -14.21623 30.25230 0.4 0.0 -0.3
H 34.25639 -13.67065 31.85670 0.0 -0.1 0.4
H 35.41701 -14.98611 31.53933 0.6 0.5 0.0
C 19.69438 -15.55197 28.14006 -0.4 -0.1 -0.3
C 18.37538 -15.88704 27.47050 0.4 1.6 -0.6
O 17.64845 -14.97501 27.10508 0.1 -1.4 0.4
C 18.18637 -17.33903 27.13453 -0.2 -0.1 -0.2
H 19.85490 -16.29364 28.92253 0.4 0.4 0.2
H 19.71446 -14.49963 28.42339 -0.2 -0.3 0.5
H 20.48419 -15.63194 27.39312 0.1 -0.4 -0.1
H 18.67610 -18.00832 27.84187 -0.3 0.1 0.2
H 18.72960 -17.52222 26.20747 0.0 0.1 -0.3
H 17.13872 -17.57983 26.95414 0.1 -0.1 0.2
C 27.34567 -13.86734 28.44533 -0.4 -1.3 -0.1
C 28.70073 -13.26119 28.27110 1.0 0.8 0.0
O 29.65683 -13.89631 27.89053 -0.2 -0.1 0.0
C 28.81638 -11.77083 28.61015 -1.2 -0.5 -0.8
H 26.62504 -13.66331 27.65341 0.2 0.7 -0.2
H 26.86118 -13.61848 29.38949 0.2 0.1 0.0
H 27.46617 -14.94728 28.35988 0.1 -0.1 0.3
H 29.28187 -11.18955 27.81420 0.5 -0.3 0.1
H 29.28094 -11.59104 29.57966 -0.1 0.0 -0.1
H 27.76665 -11.48085 28.56441 0.0 0.7 0.7
```
Positions in Å, forces in eV/Å.

Its total energy is -96612.0003 eV. Its HOMO energy is -8.6424 eV.

Mulliken atomic charge list, values in e, 4 entries:
1 C -0.668
2 C 0.261
3 N -0.357
4 H 0.262


| no. | largest force on an atom (Eh/bohr) |
| --- | --- |
| 1 | 0.110 |
| 2 | 0.034 |
| 3 | 0.117 |
| 4 | 0.090 |
| 5 | 0.092 |